17
Properties=species:S:1:pos:R:3 method="wB97M-V/def2-TZVPD" relative_energy_kj_mol=109.3 energy_ha=-309.800752 homo_ev=-9.43 max_force_ev_per_a=0.6 smiles="C[C@H]1CC=CCO1"
C 0.272 -0.959 -1.973
C 0.299 -0.407 -0.562
C 1.384 0.094 0.401
C 0.585 0.314 1.692
C -0.751 0.422 1.695
C -1.529 0.474 0.396
O -0.617 0.687 -0.638
H 0.719 -1.949 -2.082
H 0.619 -0.266 -2.740
H -0.814 -1.078 -2.097
H -0.159 -1.218 0.020
H 1.844 1.030 0.059
H 2.197 -0.622 0.581
H 1.119 0.297 2.642
H -1.310 0.474 2.626
H -2.045 -0.479 0.161
H -2.281 1.268 0.368


37
Properties=species:S:1:pos:R:3 method="wB97M-V/def2-TZVPD" energy_ha=-1703.280236 homo_ev=-8.61 max_force_ev_per_a=1.2
N 0.035 1.686 0.251
C -0.468 0.781 -0.630
N -0.958 -0.357 -0.334
O -0.896 -0.653 1.051
C -1.442 -1.924 1.290
C -1.551 -2.182 2.767
C -0.934 -1.404 3.742
C -1.065 -1.665 5.096
C -1.826 -2.741 5.511
C -2.444 -3.550 4.574
C -2.300 -3.266 3.227
Cl -3.071 -4.301 2.079
H -3.035 -4.398 4.879
H -1.936 -2.952 6.562
H -0.565 -1.021 5.802
F -0.166 -0.354 3.398
H -2.438 -1.992 0.831
H -0.814 -2.705 0.829
C -0.498 1.209 -2.071
N 0.816 1.693 -2.468
C 1.777 0.602 -2.526
C 3.199 1.128 -2.615
H 3.917 0.311 -2.596
H 3.410 1.823 -1.801
S 3.460 2.009 -4.184
C 2.083 3.172 -3.952
H 2.031 3.774 -4.857
C 0.777 2.428 -3.721
H -0.033 3.161 -3.661
H 0.580 1.763 -4.579
H 2.321 3.809 -3.100
H 1.673 0.011 -1.613
H 1.579 -0.061 -3.387
H -1.209 2.035 -2.166
H -0.851 0.369 -2.688
H 0.629 2.406 -0.123
H 0.214 1.356 1.185


51
Properties=species:S:1:pos:R:3 method="wB97M-V/def2-TZVPD" relative_energy_kj_mol=158.6 energy_ha=-1051.094554 homo_ev=-7.75 max_force_ev_per_a=1.1 smiles=CCN(CC)c1nc(N2CCOCC2)c(C#N)c2c1CN(C)CC2
C -0.195 -2.958 -1.516
H 0.350 -3.856 -1.796
C -0.519 -2.989 -0.027
N -1.317 -1.833 0.357
C -0.668 -0.618 0.360
N 0.655 -0.672 0.268
C 1.400 0.431 0.263
N 2.733 0.222 0.125
C 3.710 1.265 -0.094
H 3.285 2.048 -0.727
H 4.019 1.724 0.855
C 4.929 0.674 -0.798
H 5.680 1.451 -0.959
O 5.562 -0.340 -0.047
C 4.665 -1.095 0.746
H 4.626 -0.672 1.761
C 3.257 -1.128 0.163
H 3.275 -1.570 -0.842
H 2.598 -1.733 0.787
H 5.078 -2.105 0.806
H 4.623 0.278 -1.779
C 0.804 1.704 0.407
C 1.512 2.902 0.572
N 2.021 3.919 0.750
C -0.606 1.773 0.411
C -1.362 0.615 0.364
C -2.859 0.715 0.181
N -3.282 1.965 -0.420
C -2.956 2.058 -1.827
H -3.501 1.279 -2.361
H -1.886 1.942 -2.047
H -3.286 3.027 -2.199
C -2.777 3.069 0.370
C -1.244 3.136 0.412
H -0.868 3.690 -0.454
H -0.920 3.687 1.298
H -3.170 2.942 1.383
H -3.180 4.002 -0.032
H -3.382 0.643 1.143
H -3.197 -0.107 -0.454
C -2.351 -2.116 1.336
C -3.593 -2.751 0.716
H -4.320 -2.966 1.494
H -4.049 -2.082 -0.009
H -3.343 -3.681 0.212
H -2.623 -1.192 1.845
H -1.943 -2.797 2.097
H -1.101 -3.884 0.198
H 0.411 -3.023 0.552
H -1.112 -2.905 -2.099
H 0.415 -2.090 -1.744


106
Properties=species:S:1:pos:R:3 method="wB97M-V/def2-TZVPD" energy_ha=-4769.656302 homo_ev=-5.21 max_force_ev_per_a=2.0 charge=-1
C -1.669 -6.790 2.380
C -2.565 -6.328 1.239
C -4.024 -6.125 1.668
N -4.089 -4.993 2.611
Ga -4.734 -3.348 1.874
C -3.185 -2.413 0.904
C -2.140 -2.111 1.951
C -2.609 -0.972 2.864
F -0.894 -1.812 1.391
S -6.482 -3.580 0.323
O -6.158 -4.407 -0.829
O -6.822 -2.241 -0.132
C -8.021 -4.387 1.072
F -7.678 -4.824 2.269
F -8.382 -5.397 0.307
C -9.252 -3.466 1.193
F -10.113 -4.057 2.047
F -8.989 -2.302 1.685
F -9.883 -3.382 0.065
H -1.603 -6.057 3.180
H -1.976 -7.762 2.773
H -0.652 -6.927 2.002
H -2.543 -7.103 0.466
H -2.206 -5.366 0.873
H -4.359 -7.016 2.212
H -4.656 -6.005 0.783
H -4.550 -5.245 3.475
H -5.254 -2.368 3.028
H -2.804 -3.076 0.121
H -3.603 -1.520 0.434
H -2.066 -3.004 2.578
H -1.738 -0.387 3.164
H -3.340 -0.352 2.348
H -3.102 -1.356 3.752
C -0.751 -1.909 -3.369
O 0.186 -0.857 -3.526
C -0.156 0.102 -4.521
C -0.616 1.410 -3.909
N -1.918 1.280 -3.266
C -2.280 2.388 -2.385
C -1.345 2.759 -1.232
O -1.278 1.819 -0.183
C -0.447 0.698 -0.444
H -0.270 -2.695 -2.789
H -1.638 -1.585 -2.817
H -1.056 -2.322 -4.335
H -0.894 -0.297 -5.225
H 0.763 0.296 -5.083
H -0.681 2.171 -4.695
H 0.158 1.726 -3.202
H -1.929 0.427 -2.724
H -3.251 2.133 -1.953
H -2.434 3.281 -3.002
H -1.750 3.670 -0.781
H -0.334 3.018 -1.578
H 0.438 0.972 -1.028
H -1.011 -0.091 -0.946
H -0.122 0.294 0.511
C 5.532 1.678 3.217
O 5.378 0.595 2.322
C 5.689 -0.681 2.875
C 4.444 -1.507 3.137
N 3.660 -0.972 4.244
C 2.300 -1.510 4.354
C 1.349 -1.381 3.164
O 0.919 -0.055 2.905
C 1.841 0.750 2.204
H 5.525 2.596 2.630
H 4.705 1.733 3.932
H 6.479 1.618 3.762
H 6.306 -0.586 3.774
H 6.287 -1.200 2.120
H 4.741 -2.533 3.376
H 3.869 -1.533 2.203
H 3.595 0.031 4.146
H 1.834 -1.000 5.201
H 2.373 -2.568 4.625
H 0.445 -1.935 3.419
H 1.736 -1.849 2.252
H 2.392 0.180 1.451
H 2.532 1.245 2.893
H 1.276 1.533 1.698
C 3.383 7.886 -3.672
O 4.522 7.058 -3.807
C 5.215 6.801 -2.590
C 4.991 5.383 -2.098
N 3.627 5.183 -1.625
C 3.236 3.785 -1.435
C 3.335 2.818 -2.615
O 2.394 3.037 -3.652
C 2.705 4.089 -4.544
H 3.098 8.220 -4.669
H 2.533 7.340 -3.248
H 3.595 8.763 -3.055
H 4.961 7.538 -1.823
H 6.279 6.916 -2.816
H 5.685 5.177 -1.278
H 5.240 4.709 -2.927
H 2.985 5.604 -2.282
H 2.193 3.796 -1.108
H 3.821 3.376 -0.604
H 3.104 1.823 -2.225
H 4.350 2.751 -3.025
H 3.779 4.163 -4.737
H 2.319 5.042 -4.173
H 2.199 3.883 -5.488


12
Properties=species:S:1:pos:R:3 method="wB97M-V/def2-TZVPD" relative_energy_kj_mol=658.8 energy_ha=-662.515939 homo_ev=-8.54 max_force_ev_per_a=4.7
C -1.970 -0.780 -0.078
C 0.641 1.284 -0.264
H -1.620 -2.053 -0.411
H -2.518 -0.185 -1.128
H -2.542 -0.595 1.226
H 0.681 2.443 -0.319
H 2.672 1.255 0.297
H 1.954 -1.484 1.036
N -0.597 0.850 -0.211
N 1.780 0.681 0.181
O -0.630 -0.491 -0.053
S 2.148 -0.926 -0.278


97
Properties=species:S:1:pos:R:3 method="wB97M-V/def2-TZVPD" relative_energy_kj_mol=128.1 energy_ha=-3364.863015 homo_ev=-1.70 max_force_ev_per_a=0.8 charge=-2
Cd 0.396 0.373 -0.444
O 2.588 0.734 -0.376
C 3.287 1.645 -0.960
C 4.546 2.007 -0.405
C 5.357 2.957 -0.976
C 4.978 3.615 -2.152
C 3.779 3.264 -2.733
C 2.929 2.296 -2.186
C 1.785 1.888 -2.979
N 0.908 1.045 -2.595
N 0.028 0.580 -3.563
C -0.325 -0.652 -3.249
O 0.021 -1.323 -2.233
C -1.208 -1.329 -4.262
C -1.916 -0.619 -5.228
C -2.689 -1.290 -6.164
C -2.756 -2.679 -6.152
C -2.056 -3.390 -5.186
C -1.294 -2.717 -4.241
H 4.824 1.518 0.521
H 6.300 3.208 -0.502
H 5.608 4.378 -2.592
H 3.467 3.745 -3.657
H 1.736 2.240 -4.016
H -1.841 0.460 -5.232
H -3.241 -0.730 -6.911
H -3.352 -3.203 -6.891
H -2.105 -4.472 -5.171
H -0.747 -3.246 -3.471
N -1.948 -1.171 -0.238
C -3.076 -1.360 -1.121
C -4.074 -0.220 -1.056
C -3.514 1.136 -1.480
C -2.698 1.921 -0.426
N -1.275 2.004 -0.747
H -1.300 -1.938 -0.358
H -2.189 -1.126 0.747
H -3.618 -2.297 -0.915
H -2.699 -1.439 -2.142
H -4.484 -0.138 -0.042
H -4.907 -0.491 -1.713
H -4.361 1.766 -1.769
H -2.899 0.990 -2.375
H -2.780 1.448 0.553
H -3.124 2.927 -0.335
H -1.131 2.422 -1.661
H -0.790 2.614 -0.069
C -3.266 -1.244 4.359
Si -1.599 -0.336 4.100
C -2.136 1.434 3.828
C -0.738 -0.316 5.794
N -0.664 -0.991 2.844
C -0.057 -2.182 2.960
C -0.340 -3.132 3.994
C 0.347 -4.312 4.184
C 1.389 -4.658 3.337
C 1.658 -3.806 2.275
C 0.928 -2.652 2.044
O 1.299 -1.898 0.900
C 1.659 -2.662 -0.199
C 0.946 -3.793 -0.579
C 1.313 -4.480 -1.723
C 2.388 -4.051 -2.492
C 3.091 -2.921 -2.100
C 2.737 -2.228 -0.952
H -3.794 -0.831 5.225
H -3.157 -2.320 4.512
H -3.911 -1.106 3.484
H -1.905 2.008 4.723
H -3.210 1.514 3.643
H -1.594 1.909 3.005
H -1.421 0.032 6.576
H 0.101 0.385 5.745
H -0.338 -1.285 6.089
H -1.136 -2.890 4.679
H 0.072 -4.964 5.008
H 1.970 -5.560 3.483
H 2.455 -4.055 1.586
H 0.103 -4.123 0.014
H 0.742 -5.351 -2.024
H 2.668 -4.587 -3.391
H 3.922 -2.563 -2.695
H 3.244 -1.322 -0.651
F 1.575 6.279 0.710
C 1.863 4.955 0.695
F 3.194 4.867 0.858
F 1.603 4.535 -0.540
C 0.998 4.075 1.741
O 0.221 3.230 1.117
C 1.985 3.332 2.720
F 2.579 2.328 2.087
F 1.334 2.808 3.768
F 2.953 4.115 3.246
C 0.159 5.111 2.595
F -0.571 4.548 3.545
F -0.713 5.756 1.807
F 0.914 6.045 3.215


28
Properties=species:S:1:pos:R:3 method="wB97M-V/def2-TZVPD" relative_energy_kj_mol=181.1 energy_ha=-5534.133971 homo_ev=-13.12 max_force_ev_per_a=4.7 smiles=CC(C)(Br)C(C)(C)[C@@](N)([NH3+])Br charge=+1
C -0.140 1.889 -0.268
C 0.098 0.111 -1.781
C -2.440 0.328 0.612
C -1.219 -1.708 -0.167
C 0.051 0.437 -0.273
C -1.042 -0.410 0.530
C 1.490 0.121 0.355
N 1.751 0.809 1.506
N 1.781 -1.316 0.424
Br -0.471 -0.552 2.482
Br 3.158 0.445 -1.306
H -0.479 2.418 0.703
H -1.058 2.177 -0.938
H 0.721 2.361 -0.724
H 0.324 -0.962 -2.138
H 0.702 0.807 -2.268
H -0.981 0.305 -2.241
H -2.264 1.288 0.901
H -3.056 -0.226 1.240
H -2.914 0.211 -0.408
H -2.207 -2.079 -0.169
H -0.973 -1.598 -1.172
H -0.624 -2.448 0.275
H 1.543 1.743 1.554
H 2.653 0.750 1.919
H 0.862 -1.888 0.541
H 2.426 -1.415 1.216
H 2.309 -1.596 -0.408


8
Properties=species:S:1:pos:R:3 method="wB97M-V/def2-TZVPD" relative_energy_kj_mol=0.0 spin_multiplicity=2 energy_ha=-449.708450 homo_ev="-11.40 / -13.36" max_force_ev_per_a=3.6 charge=+1 s_squared=0.754
O 1.287 -1.327 -0.387
C 0.101 -1.434 -0.195
C -0.935 -0.604 0.164
O 0.573 1.325 0.209
Li -0.350 2.646 -0.386
Bi 2.372 0.705 -0.075
H -1.268 -0.673 1.205
H -1.780 -0.638 -0.535


11
Properties=species:S:1:pos:R:3 method="wB97M-V/def2-TZVPD" relative_energy_kj_mol=580.0 energy_ha=-504.539146 homo_ev="-2.04 / -0.91" max_force_ev_per_a=3.7 charge=-1
H 1.468 2.013 0.267
O -1.511 -1.472 1.101
O 1.756 0.197 1.177
C 1.508 0.907 0.167
C -0.981 0.098 -0.743
O -1.484 -0.719 -1.736
C -1.021 -1.524 -0.050
H 1.856 0.532 -0.821
H -0.643 1.026 -1.269
H -1.589 0.589 0.060
Na 0.641 -1.649 1.847


10
Properties=species:S:1:pos:R:3 method="wB97M-V/def2-TZVPD" relative_energy_kj_mol=430.2 energy_ha=-301.323374 homo_ev=-7.58 max_force_ev_per_a=0.5
N -0.418 1.294 0.826
C -0.151 0.082 0.071
C -1.133 -0.778 -0.252
N -0.356 -1.773 -0.970
C 0.869 -1.392 -0.965
O 1.131 -0.210 -0.324
H 0.033 1.356 1.745
H -0.271 2.175 0.323
H -1.435 1.130 0.946
H 1.732 -1.883 -1.400


113
Properties=species:S:1:pos:R:3 method="wB97M-V/def2-TZVPD" energy_ha=-5814.959708 homo_ev=-9.11 max_force_ev_per_a=7.2 charge=+1
C 1.090 0.526 -0.987
C 0.813 1.716 -1.506
C 0.385 3.272 -1.504
C -1.104 3.774 -1.498
C -2.345 2.754 -1.501
Br -2.704 2.175 -3.385
C -3.656 3.262 -0.701
C -4.847 3.757 -1.694
N -1.037 5.241 -1.532
P -2.411 6.371 -1.587
N -2.975 6.469 -3.099
C 0.401 5.596 -1.558
S 1.139 7.311 -1.657
O 2.374 7.344 -2.556
O 1.536 7.686 -0.255
F 0.072 8.454 -2.317
N 1.296 4.441 -1.538
C 2.796 4.348 -1.593
N 3.228 4.502 -3.029
H 1.486 -0.477 -0.552
H -1.979 1.794 -0.948
H -3.401 4.023 0.133
H -4.087 2.331 -0.143
H -4.448 4.421 -2.544
H -5.305 2.816 -2.212
H -5.722 4.249 -1.124
H -3.520 5.983 -0.761
H -1.945 7.638 -1.096
H -2.456 5.838 -3.732
H 3.080 3.279 -1.269
H 3.265 5.179 -0.945
H 2.936 3.682 -3.589
H 4.264 4.559 -3.093
N 2.716 -4.104 -0.900
C 3.173 -3.267 -1.885
C 4.522 -3.085 -1.695
C 4.895 -3.845 -0.559
C 3.762 -4.465 -0.090
H 1.761 -4.408 -0.790
H 2.499 -2.873 -2.632
H 5.169 -2.474 -2.308
H 5.883 -3.929 -0.131
H 3.609 -5.129 0.748
N -6.240 -0.001 -1.755
C -7.469 -0.538 -1.473
C -7.934 -1.154 -2.610
C -6.948 -0.987 -3.614
C -5.913 -0.275 -3.058
H -5.667 0.514 -1.106
H -7.905 -0.434 -0.491
H -8.879 -1.668 -2.708
H -6.990 -1.350 -4.631
H -4.974 0.061 -3.475
N 1.320 8.987 2.739
C 1.038 8.642 4.035
C 1.586 9.596 4.857
C 2.216 10.557 4.028
C 2.033 10.157 2.726
H 1.044 8.463 1.922
H 0.475 7.747 4.259
H 1.538 9.603 5.937
H 2.745 11.443 4.347
H 2.349 10.602 1.793
N 1.062 -3.370 1.648
C 0.073 -2.425 1.724
C -0.049 -2.043 3.039
C 0.905 -2.780 3.782
C 1.579 -3.588 2.897
H 1.363 -3.831 0.803
H -0.459 -2.109 0.838
H -0.748 -1.313 3.422
H 1.082 -2.725 4.846
H 2.378 -4.299 3.049
N 4.419 8.943 -1.094
C 5.259 8.563 -0.080
C 5.712 9.700 0.545
C 5.121 10.807 -0.111
C 4.326 10.310 -1.116
H 3.940 8.313 -1.725
H 5.462 7.519 0.109
H 6.394 9.731 1.383
H 5.260 11.852 0.125
H 3.704 10.810 -1.845
N -11.627 -3.195 -1.787
C -12.471 -4.165 -2.260
C -11.973 -5.386 -1.874
C -10.788 -5.144 -1.136
C -10.601 -3.784 -1.096
H -11.744 -2.203 -1.925
H -13.351 -3.903 -2.830
H -12.414 -6.347 -2.097
H -10.143 -5.884 -0.684
H -9.828 -3.185 -0.638
N 3.623 -8.244 0.733
C 4.059 -9.461 1.184
C 3.265 -9.830 2.244
C 2.311 -8.801 2.435
C 2.554 -7.837 1.487
H 4.025 -7.728 -0.035
H 4.896 -9.957 0.715
H 3.360 -10.742 2.817
H 1.532 -8.770 3.183
H 2.060 -6.898 1.285
N 6.342 -12.206 3.040
C 5.503 -13.182 2.571
C 6.011 -14.400 2.955
C 7.197 -14.150 3.687
C 7.375 -12.788 3.726
H 6.218 -11.215 2.903
H 4.619 -12.926 2.005
H 5.576 -15.364 2.733
H 7.849 -14.885 4.137
H 8.147 -12.184 4.181


8
Properties=species:S:1:pos:R:3 method="wB97M-V/def2-TZVPD" relative_energy_kj_mol=475.3 energy_ha=-546.933589 homo_ev="-17.57 / -17.58" max_force_ev_per_a=4.4 charge=+1
C -0.082 0.145 -0.068
N -1.274 -0.265 0.038
N 1.139 -0.204 -0.087
F 0.174 2.326 0.085
F -1.565 -1.465 0.602
F 2.146 0.584 0.173
F 1.588 -1.383 -0.526
H -2.125 0.262 -0.216